{
  "formula": "C19H23BrFN3O4S",
  "method": "wB97M-V/def2-TZVPD",
  "species": ["C", "O", "C", "O", "C", "C", "C", "C", "S", "O", "O", "N", "C", "C", "C", "N", "C", "C", "C", "C", "C", "C", "Br", "C", "F", "C", "C", "N", "C", "H", "H", "H", "H", "H", "H", "H", "H", "H", "H", "H", "H", "H", "H", "H", "H", "H", "H", "H", "H", "H", "H", "H"],
  "positions_angstrom": [[-1.150, -5.760, -0.110], [-1.424, -4.517, 0.519], [-1.963, -3.572, -0.269], [-2.201, -3.744, -1.442], [-2.196, -2.340, 0.479], [-1.872, -2.066, 1.802], [-2.270, -0.755, 2.056], [-2.827, -0.266, 0.887], [-3.392, 1.417, 0.694], [-3.947, 1.800, 1.954], [-4.200, 1.524, -0.487], [-2.042, 2.338, 0.449], [-1.231, 2.681, 1.588], [0.085, 1.906, 1.687], [1.049, 2.270, 0.547], [0.914, 1.506, -0.684], [1.711, 0.291, -0.682], [3.182, 0.608, -0.709], [3.672, 1.663, -1.469], [5.025, 1.946, -1.505], [5.922, 1.178, -0.782], [5.451, 0.122, -0.021], [6.655, -0.950, 0.984], [4.091, -0.155, 0.012], [3.649, -1.184, 0.760], [-0.447, 1.216, -1.111], [-1.455, 2.344, -0.865], [-2.781, -1.227, -0.064], [-3.287, -1.130, -1.407], [-0.451, -5.622, -0.938], [-0.716, -6.396, 0.655], [-2.071, -6.200, -0.500], [-1.401, -2.748, 2.480], [-2.195, -0.213, 2.976], [-1.858, 2.498, 2.462], [-1.010, 3.755, 1.544], [0.552, 2.164, 2.638], [-0.107, 0.832, 1.690], [0.923, 3.330, 0.302], [2.080, 2.142, 0.883], [1.482, -0.364, 0.175], [1.471, -0.267, -1.594], [2.965, 2.260, -2.022], [5.390, 2.769, -2.099], [6.979, 1.389, -0.804], [-0.400, 1.021, -2.188], [-0.831, 0.306, -0.623], [-2.291, 2.230, -1.556], [-0.986, 3.315, -1.046], [-2.467, -1.192, -2.125], [-3.962, -1.962, -1.606], [-3.817, -0.188, -1.520]],
  "forces_ev_per_a": [[0.0, -0.3, -0.3], [-0.1, 0.4, 0.3], [0.0, -0.3, -0.3], [0.0, 0.0, 0.1], [0.1, 0.2, 0.5], [-0.1, 0.0, -0.4], [-0.1, 0.2, 0.0], [-0.2, 0.6, 0.4], [0.2, 0.2, -0.1], [0.3, -0.2, 0.1], [0.2, -0.1, 0.0], [-1.1, -0.3, 0.2], [0.2, -0.1, 0.6], [0.0, 0.2, -0.2], [0.0, 0.0, 0.2], [0.0, -0.1, -0.1], [-0.1, 0.0, 0.0], [0.2, -0.2, 0.1], [0.1, -0.1, 0.1], [0.0, 0.0, 0.0], [0.0, -0.1, 0.1], [0.1, -0.2, 0.2], [-0.2, 0.2, -0.1], [0.1, 0.1, -0.1], [0.0, 0.1, -0.1], [0.0, 0.1, -0.2], [0.1, -0.4, -0.6], [0.1, -0.3, 0.1], [-0.3, 0.0, -0.9], [-0.1, 0.0, 0.1], [0.0, 0.0, 0.0], [0.1, 0.0, 0.0], [0.1, -0.2, 0.1], [0.0, 0.1, 0.2], [0.2, 0.2, 0.1], [-0.1, -0.1, 0.0], [0.0, 0.0, 0.1], [0.0, 0.0, 0.1], [0.1, 0.0, 0.1], [-0.1, 0.1, 0.0], [0.0, 0.0, -0.1], [-0.1, 0.0, 0.1], [-0.1, 0.1, -0.1], [0.0, 0.1, -0.1], [0.1, 0.0, 0.0], [-0.1, -0.1, 0.1], [0.0, 0.0, -0.1], [0.2, 0.1, -0.1], [-0.1, 0.0, 0.0], [-0.1, 0.0, 0.0], [0.1, 0.1, 0.0], [0.1, -0.2, 0.0]],
  "smiles": "COC(=O)c1ccc(S(=O)(=O)N2CCCN(Cc3cccc(Br)c3F)CC2)n1C",
  "multiplicity": 1,
  "homo_lumo_gap_ev": 9.37,
  "homo_energy_ev": -8.85
}

=====

{
  "formula": "C19H23BrN2O6Pm",
  "method": "wB97M-V/def2-TZVPD",
  "species": ["Pm", "C", "C", "C", "C", "C", "H", "H", "H", "H", "H", "O", "C", "O", "C", "N", "C", "C", "C", "H", "H", "H", "H", "H", "H", "H", "H", "H", "N", "C", "C", "O", "O", "H", "H", "H", "H", "H", "Br", "C", "C", "C", "C", "C", "C", "C", "O", "O", "H", "H", "H", "H"],
  "positions_angstrom": [[0.781, 0.805, 0.977], [3.216, 0.026, 2.728], [2.981, 1.380, 3.003], [3.339, 2.159, 1.869], [3.794, 1.253, 0.876], [3.717, -0.046, 1.404], [3.131, -0.784, 3.441], [2.645, 1.814, 3.945], [3.388, 3.238, 1.795], [4.288, 1.536, -0.059], [4.080, -0.931, 0.930], [-2.560, -1.472, 0.178], [-1.326, -1.725, 0.129], [-0.427, -0.996, 0.731], [-0.863, -2.867, -0.736], [0.612, -2.789, -1.078], [1.324, -3.472, 0.062], [0.409, -4.686, 0.388], [-0.978, -4.288, -0.165], [-1.462, -2.784, -1.657], [0.887, -1.804, -1.262], [0.801, -3.275, -1.959], [1.321, -2.718, 0.859], [2.352, -3.702, -0.216], [0.450, -4.886, 1.469], [0.787, -5.585, -0.111], [-1.760, -4.300, 0.609], [-1.280, -4.934, -0.988], [-3.665, 0.598, 1.279], [-3.004, 1.058, 2.555], [-1.519, 1.335, 2.282], [-0.649, 1.031, 3.138], [-1.241, 1.905, 1.100], [-4.645, 0.341, 1.411], [-3.151, -0.280, 0.820], [-3.511, 1.351, 0.614], [-3.089, 0.315, 3.355], [-3.503, 1.987, 2.877], [-1.333, 6.118, -3.271], [-0.959, 4.322, -2.899], [-1.526, 3.311, -3.660], [-1.100, 2.000, -3.449], [-0.099, 1.704, -2.520], [0.424, 2.728, -1.741], [-0.057, 4.038, -1.893], [0.296, 0.310, -2.241], [-0.252, -0.606, -2.890], [1.138, 0.138, -1.242], [-2.278, 3.588, -4.404], [-1.533, 1.181, -4.033], [1.291, 2.511, -1.097], [0.321, 4.845, -1.254]],
  "forces_ev_per_a": [[3.4, 0.8, 0.6], [-0.4, -0.1, -0.4], [-0.7, 1.1, 0.2], [-0.3, -0.6, -0.2], [-0.1, 0.4, -0.4], [-0.5, 0.0, 0.1], [0.0, 0.0, -0.1], [0.1, -0.3, -0.2], [-0.1, -0.1, 0.1], [-0.4, -0.2, 0.3], [0.1, -0.4, -0.3], [1.8, -0.9, -0.2], [-0.3, 2.1, 1.0], [-1.8, -2.3, -0.6], [0.1, -0.6, -1.1], [-0.2, 0.2, 0.0], [-0.4, 0.2, 0.1], [0.7, 0.4, -0.1], [-0.5, 0.1, 0.7], [0.4, 0.1, 0.3], [0.1, 0.2, 0.2], [-0.3, 0.0, 0.1], [0.1, -0.4, -0.1], [-0.2, 0.0, 0.0], [-0.3, 0.1, -0.4], [-0.1, 0.2, 0.1], [0.2, -0.2, -0.4], [0.0, -0.2, 0.2], [0.9, -0.4, 0.3], [0.0, 0.0, 0.0], [0.8, 1.1, -0.6], [-1.2, 0.4, -2.0], [-0.9, -1.3, 2.5], [0.1, 0.4, -0.1], [-0.1, 0.4, 0.5], [-0.4, 0.1, -0.3], [-0.1, 0.1, -0.4], [0.3, -0.3, -0.1], [-0.3, 0.3, 0.0], [0.1, -0.2, 0.2], [0.0, -0.3, -0.1], [-0.3, -0.1, -0.4], [-0.3, 0.8, 0.2], [-0.1, 0.7, 0.0], [1.0, -0.2, 0.6], [-0.5, -1.2, -0.3], [1.1, 0.5, 1.2], [-0.6, -0.4, -0.6], [0.3, -0.4, 0.2], [0.2, 0.3, 0.3], [-0.4, 0.3, -0.2], [-0.1, -0.4, -0.4]],
  "multiplicity": 5,
  "homo_lumo_gap_ev": [7.75, 7.79],
  "total_charge": 1,
  "homo_energy_ev": [-10.39, -10.40],
  "e_above_lowest_ev": 0.0000
}

=====

{
  "formula": "C19H23ClInN4O4",
  "method": "wB97M-V/def2-TZVPD",
  "species": ["In", "N", "C", "C", "N", "C", "C", "N", "C", "C", "N", "H", "H", "H", "H", "H", "H", "C", "O", "C", "C", "C", "C", "C", "C", "O", "C", "O", "C", "H", "H", "H", "H", "H", "H", "H", "H", "H", "Cl", "C", "H", "H", "C", "C", "C", "O", "H", "H", "H", "H", "H", "H"],
  "positions_angstrom": [[0.467, 0.110, 0.702], [0.682, -4.175, 1.410], [-0.525, -4.137, 2.100], [-0.810, -2.820, 2.243], [0.205, -2.062, 1.729], [1.082, -2.894, 1.241], [2.268, -2.351, 0.600], [2.279, -1.080, 0.240], [3.538, -0.781, -0.169], [4.310, -1.887, -0.088], [3.495, -2.883, 0.414], [1.178, -5.002, 1.115], [-1.082, -5.019, 2.384], [-1.675, -2.350, 2.663], [3.805, 0.196, -0.490], [5.337, -2.034, -0.364], [3.761, -3.819, 0.634], [-5.063, -2.637, -2.041], [-5.042, -1.240, -2.363], [-3.905, -0.562, -2.138], [-3.873, 0.766, -2.604], [-2.741, 1.494, -2.430], [-1.584, 1.013, -1.744], [-0.410, 1.821, -1.643], [-0.280, 3.095, -2.456], [0.593, 1.546, -0.911], [-1.653, -0.371, -1.286], [-0.650, -0.967, -0.681], [-2.809, -1.128, -1.534], [-6.072, -2.995, -2.223], [-4.815, -2.816, -0.982], [-4.349, -3.190, -2.660], [-4.750, 1.128, -3.122], [-2.756, 2.517, -2.774], [-0.798, 3.032, -3.426], [0.779, 3.268, -2.605], [-0.759, 3.908, -1.893], [-2.795, -2.170, -1.207], [-2.372, 0.546, 2.132], [-0.662, 1.204, 2.147], [-0.328, 1.144, 3.188], [-0.733, 2.242, 1.881], [2.855, 3.457, 0.413], [2.742, 2.656, 1.664], [3.155, 3.307, 2.965], [2.311, 1.520, 1.679], [3.848, 3.915, 0.352], [2.139, 4.279, 0.495], [2.658, 2.840, -0.454], [3.770, 2.593, 3.555], [2.292, 3.580, 3.544], [3.742, 4.192, 2.802]],
  "forces_ev_per_a": [[-0.1, -0.1, 0.3], [0.0, -0.1, 0.4], [0.3, -0.2, -0.5], [-0.1, 0.3, 0.1], [-0.1, 0.2, 0.1], [0.1, -0.5, -0.1], [0.3, 0.1, -0.1], [-0.4, -0.1, 0.4], [0.1, 0.0, -0.1], [0.1, -0.3, 0.0], [-0.4, 0.5, -0.2], [-0.2, 0.1, 0.1], [0.2, 0.1, -0.1], [-0.2, 0.0, 0.2], [0.1, 0.4, -0.2], [0.0, -0.2, 0.1], [0.2, -0.4, 0.1], [0.2, 0.1, 0.3], [-0.1, -0.3, 0.1], [0.0, -0.6, -0.1], [-0.1, -0.1, -0.1], [0.1, 0.4, 0.2], [-0.4, -0.9, 0.0], [0.0, -0.2, -0.1], [-0.6, -0.4, -0.1], [-0.3, 0.2, -0.5], [0.8, 0.5, 0.1], [-0.6, 0.2, -0.4], [0.3, -0.3, 0.2], [0.0, 0.1, -0.1], [-0.1, 0.2, -0.3], [-0.1, 0.1, 0.0], [0.1, 0.2, 0.1], [0.1, 0.0, -0.1], [0.3, 0.0, 0.4], [0.0, 0.3, 0.0], [0.3, 0.0, -0.1], [0.0, 0.5, -0.1], [0.4, 0.2, 0.0], [-0.5, -0.5, 0.6], [0.0, -0.1, -0.3], [-0.1, 0.5, -0.2], [0.3, 0.1, 0.1], [0.2, 0.5, 0.6], [0.9, -0.8, -0.1], [-0.2, -0.6, -0.1], [-0.1, 0.0, 0.0], [0.0, 0.0, -0.2], [-0.2, 0.1, -0.1], [-0.5, 0.4, -0.3], [-0.5, 0.0, 0.3], [0.2, 0.4, -0.1]],
  "multiplicity": 1,
  "homo_lumo_gap_ev": 7.98,
  "total_charge": 1,
  "homo_energy_ev": -10.49,
  "e_above_lowest_ev": 0.0000
}

=====

{
  "formula": "C19H23CrN6O4S",
  "method": "wB97M-V/def2-TZVPD",
  "species": ["Cr", "C", "N", "C", "C", "N", "C", "S", "C", "C", "C", "C", "C", "N", "H", "H", "H", "H", "H", "H", "H", "H", "H", "O", "C", "C", "C", "C", "C", "C", "C", "O", "N", "O", "O", "H", "H", "H", "H", "N", "C", "C", "C", "N", "H", "H", "H", "H", "H", "H", "H", "H", "H", "H"],
  "positions_angstrom": [[-0.043, -0.002, -0.015], [-0.145, -5.299, 0.330], [-0.584, -4.491, -0.816], [-1.047, -4.998, -2.016], [-1.343, -3.960, -2.798], [-1.054, -2.787, -2.075], [-0.593, -3.155, -0.846], [-0.099, -2.262, 0.523], [-1.264, -1.478, -2.627], [-1.696, -1.407, -3.945], [-1.971, -0.186, -4.522], [-1.824, 0.958, -3.759], [-1.371, 0.809, -2.472], [-1.062, -0.377, -1.892], [-0.255, -6.345, 0.067], [-0.757, -5.077, 1.200], [0.896, -5.087, 0.559], [-1.126, -6.055, -2.206], [-1.746, -3.977, -3.790], [-1.818, -2.293, -4.541], [-2.305, -0.138, -5.551], [-2.043, 1.943, -4.146], [-1.249, 1.682, -1.853], [0.083, 1.988, -0.208], [0.978, 2.683, -0.752], [2.137, 2.190, -1.380], [3.025, 3.116, -1.975], [4.163, 2.658, -2.545], [4.491, 1.293, -2.532], [3.644, 0.384, -1.954], [2.438, 0.806, -1.381], [1.634, -0.084, -0.841], [5.084, 3.621, -3.187], [6.094, 3.164, -3.674], [4.691, 4.761, -3.306], [0.842, 3.767, -0.722], [2.807, 4.177, -1.983], [5.426, 0.982, -2.978], [3.886, -0.671, -1.927], [0.901, 0.277, 1.865], [0.337, 1.279, 2.818], [-1.117, 0.983, 3.134], [-2.057, 1.312, 1.986], [-1.943, 0.299, 0.886], [0.968, -0.617, 2.345], [1.866, 0.528, 1.666], [0.418, 2.258, 2.352], [0.930, 1.294, 3.730], [-1.412, 1.572, 4.001], [-1.232, -0.069, 3.423], [-1.813, 2.284, 1.563], [-3.087, 1.345, 2.336], [-2.619, 0.532, 0.163], [-2.243, -0.601, 1.251]],
  "forces_ev_per_a": [[0.7, -0.8, -0.2], [0.0, 0.1, -0.1], [0.1, -0.3, 0.2], [0.1, -0.1, 0.3], [0.0, 0.2, 0.0], [0.0, 0.3, -0.2], [-0.1, -0.1, -0.1], [0.0, 0.4, -0.1], [0.1, -0.1, 0.2], [0.0, -0.1, -0.2], [0.0, 0.0, -0.1], [0.0, 0.0, 0.0], [0.0, -0.1, 0.0], [-0.1, 0.3, 0.0], [0.0, 0.0, 0.0], [0.0, 0.0, 0.0], [0.0, 0.0, 0.0], [0.0, 0.0, 0.1], [0.0, 0.0, 0.0], [0.0, 0.0, 0.0], [0.0, 0.0, 0.0], [0.0, 0.0, 0.0], [0.0, 0.0, 0.0], [0.0, 0.0, -0.2], [-0.3, 0.0, 0.2], [0.0, 0.0, 0.0], [-0.2, 0.1, 0.1], [0.3, -0.1, 0.2], [0.1, 0.1, 0.0], [0.1, -0.2, -0.1], [-0.2, -0.2, 0.0], [-0.3, 0.4, 0.3], [-0.4, -0.2, -1.1], [0.1, 0.0, 0.4], [0.1, 0.0, 0.4], [0.0, 0.0, 0.0], [0.0, 0.0, 0.0], [0.0, 0.0, 0.0], [0.0, 0.1, 0.0], [-0.3, 0.0, 0.1], [0.1, -0.1, -0.1], [0.0, -0.1, -0.1], [0.0, -0.1, 0.0], [0.1, 0.4, 0.2], [0.0, 0.0, 0.1], [0.0, 0.0, -0.1], [0.0, 0.1, 0.0], [0.0, -0.1, 0.0], [0.0, 0.0, 0.0], [0.0, 0.1, 0.1], [0.0, 0.0, 0.0], [-0.1, 0.0, 0.0], [0.0, 0.0, -0.1], [0.0, -0.1, 0.0]],
  "multiplicity": 2,
  "homo_lumo_gap_ev": [7.18, 8.00],
  "total_charge": 2,
  "homo_energy_ev": [-14.54, -14.73],
  "e_above_lowest_ev": 0.3006
}

=====

{
  "formula": "C19H23F5FeNOP",
  "method": "wB97M-V/def2-TZVPD",
  "species": ["C", "C", "C", "C", "C", "C", "C", "C", "N", "Fe", "C", "P", "H", "H", "H", "H", "H", "H", "H", "H", "C", "C", "H", "C", "C", "H", "H", "H", "H", "H", "H", "H", "H", "H", "H", "H", "H", "H", "H", "F", "C", "C", "F", "C", "F", "C", "O", "C", "F", "C", "F"],
  "positions_angstrom": [[-2.381, -0.035, -3.963], [-2.000, -1.147, -3.214], [-1.366, -1.017, -1.953], [-1.111, 0.265, -1.456], [-1.375, 1.363, -2.279], [-2.100, 1.239, -3.473], [-1.164, -2.299, -1.191], [-0.275, -3.380, -1.862], [1.048, -2.928, -2.197], [-0.798, 0.774, 0.620], [-0.901, 2.736, -1.854], [0.516, 2.534, -0.722], [-2.227, -2.147, -3.588], [-2.439, 2.141, -3.986], [-2.880, -0.157, -4.923], [-1.682, 3.296, -1.321], [-0.563, 3.368, -2.687], [-0.766, -2.101, -0.191], [-2.149, -2.771, -1.039], [-0.147, -4.218, -1.151], [1.238, 4.034, -0.102], [1.713, 1.629, -1.694], [-0.756, -3.771, -2.777], [1.292, -2.280, -3.447], [2.060, -2.881, -1.181], [-0.698, 2.358, 0.669], [1.804, -2.946, -4.161], [0.348, -1.969, -3.908], [1.934, -1.400, -3.295], [2.571, -3.852, -1.065], [2.818, -2.127, -1.441], [1.626, -2.650, -0.196], [2.187, 2.306, -2.411], [2.461, 1.192, -1.026], [1.217, 0.817, -2.234], [1.319, 4.796, -0.884], [0.644, 4.414, 0.734], [2.230, 3.783, 0.285], [0.592, 1.614, 0.636], [-0.834, -2.809, 6.536], [-0.878, -2.286, 5.296], [-0.997, -0.901, 5.113], [-1.023, -0.084, 6.188], [-1.041, -0.374, 3.838], [-1.122, 0.975, 3.680], [-0.986, -1.222, 2.704], [-1.170, -0.780, 1.492], [-0.779, -2.603, 2.926], [-0.563, -3.412, 1.861], [-0.756, -3.137, 4.194], [-0.580, -4.465, 4.367]],
  "forces_ev_per_a": [[0.0, -0.1, 0.3], [0.2, 0.3, 0.1], [-1.1, -0.1, -1.0], [0.7, 0.1, 0.9], [-0.7, 0.0, -0.7], [0.5, 0.1, 0.2], [0.1, -0.7, 0.5], [0.1, 0.3, 0.1], [0.0, 0.2, 0.1], [-0.2, 0.5, -2.3], [-0.1, 0.6, 0.4], [-1.0, -3.5, 1.5], [0.1, 0.2, 0.0], [0.2, -0.3, -0.1], [0.0, 0.0, 0.2], [0.2, 0.0, 0.0], [0.0, -0.2, 0.0], [-0.1, 0.0, -0.3], [0.1, 0.2, 0.1], [-0.4, 0.2, -0.3], [0.2, 0.4, 0.4], [0.8, 0.3, -0.7], [0.1, 0.0, 0.3], [0.1, -0.1, -0.3], [-0.1, -0.3, 0.1], [-2.3, 1.9, 0.8], [0.1, 0.2, -0.1], [0.3, 0.1, 0.1], [-0.2, 0.0, -0.2], [0.1, 0.2, 0.0], [-0.2, -0.1, 0.2], [0.1, 0.2, -0.2], [0.2, -0.2, -0.1], [0.0, 0.2, -0.1], [0.0, 0.2, 0.2], [0.0, -0.2, 0.1], [0.0, 0.0, -0.2], [-0.1, 0.1, -0.2], [2.4, 0.4, -1.2], [0.0, 0.3, -0.3], [0.0, 0.0, 0.0], [0.2, -0.4, 0.5], [-0.1, -0.4, -0.5], [0.1, -0.4, -0.3], [-0.1, -0.7, -0.1], [-0.2, -0.1, 0.8], [0.2, -0.5, 0.5], [0.1, 0.3, -0.4], [-0.3, 0.4, 0.5], [0.1, -0.1, 0.5], [-0.1, 0.8, 0.0]],
  "multiplicity": 5,
  "homo_lumo_gap_ev": [7.14, 7.12],
  "homo_energy_ev": [-7.32, -7.32],
  "e_above_lowest_ev": 2.0599
}